Entry 1:
13
Properties=species:S:1:pos:R:3:forces:R:3 method="wB97M-V/def2-TZVPD" lumo_ev=0.521 smiles=CSS.CS total_energy_ha=-1275.4989 relative_energy_kj_mol=125.8 total_charge=0
C 0.0005 2.7461 5.1775 0.63 0.02 1.30
S 1.2646 2.5436 3.8062 -1.93 -0.17 0.81
S 0.0723 3.0267 2.2044 0.00 0.44 -0.39
H -0.8059 1.9643 5.2878 0.98 0.73 -0.74
H 0.6181 2.6633 6.1035 -0.31 -0.13 -0.56
H -0.4321 3.7665 5.2662 0.25 -0.67 -0.68
H -0.8520 2.0444 2.1387 0.39 -0.22 0.25
C 0.4841 -3.2681 -4.8218 0.51 -1.45 -1.34
S -0.7774 -2.8565 -6.0525 -0.74 1.04 -0.34
H 1.4721 -3.6246 -5.2676 -1.69 -0.08 0.22
H -0.2074 -4.1033 -4.4717 2.32 1.07 1.38
H 0.7973 -2.3368 -4.3545 -0.64 -0.48 1.07
H -1.6341 -2.5658 -5.0161 0.24 -0.10 -1.00

Entry 2:
55
Properties=species:S:1:pos:R:3:forces:R:3 method="wB97M-V/def2-TZVPD" lumo_ev=2.849 total_energy_ha=-2007.7935 relative_energy_kj_mol=22.7 total_charge=-1
Tl -0.0150 -0.5548 -1.0349 0.01 -0.02 0.11
C 2.1163 -0.0571 3.2015 0.02 -0.02 0.02
N 0.8019 -0.1097 2.6034 -0.01 0.03 -0.06
C -0.0685 0.9975 2.9167 0.01 -0.01 0.03
C 0.3332 2.2673 2.1662 -0.01 -0.01 0.00
N 0.4978 2.0986 0.7226 0.01 -0.01 0.00
C 1.8751 2.2385 0.2774 0.00 0.03 0.02
C -0.4788 2.7733 -0.0605 0.00 -0.01 0.00
C -0.2485 4.0666 -0.5213 -0.02 0.03 -0.02
C -1.2053 4.7579 -1.2483 0.03 0.00 0.02
C -2.4212 4.1493 -1.5194 -0.03 -0.01 -0.01
C -2.6496 2.8503 -1.0943 -0.02 0.00 -0.01
C -1.6905 2.1348 -0.3758 0.01 -0.02 0.02
S -2.0460 0.4492 0.0588 0.04 0.04 -0.04
C 0.2231 -1.4003 2.5901 -0.03 0.02 0.06
C -0.7127 -1.7797 3.5500 0.01 0.00 0.01
C -1.2886 -3.0411 3.5335 0.01 0.01 0.00
C -0.9169 -3.9474 2.5523 -0.01 0.00 -0.01
C 0.0096 -3.5776 1.5887 0.02 -0.03 -0.01
C 0.5833 -2.3080 1.5822 0.03 -0.01 -0.05
S 1.7042 -1.8429 0.2801 -0.08 -0.01 0.02
H 2.0802 -0.1672 4.2999 0.00 0.00 -0.01
H 2.6019 0.8925 2.9723 0.00 0.01 -0.01
H 2.7365 -0.8521 2.7889 0.00 0.00 0.00
H -0.0862 1.2333 3.9986 0.00 0.00 0.00
H -1.0759 0.7236 2.6106 0.00 0.00 0.00
H 1.2721 2.6590 2.5770 0.00 0.00 -0.01
H -0.4278 3.0273 2.3720 -0.01 0.00 -0.01
H 2.3317 3.1959 0.5824 0.01 -0.01 0.01
H 1.9088 2.1375 -0.8063 -0.01 -0.01 0.00
H 2.4623 1.4252 0.7070 0.02 -0.01 0.01
H 0.7019 4.5362 -0.2979 0.00 0.00 0.00
H -1.0022 5.7636 -1.5960 0.00 0.00 0.00
H -3.1814 4.6723 -2.0871 0.00 -0.01 0.00
H -3.5748 2.3482 -1.3474 0.00 0.01 0.00
H -0.9938 -1.0671 4.3166 0.00 0.00 0.00
H -2.0221 -3.3122 4.2831 0.00 0.00 0.00
H -1.3631 -4.9338 2.5197 0.01 0.00 0.00
H 0.2760 -4.2648 0.7959 0.00 0.00 0.01
C 1.1030 -2.3946 -3.5787 0.01 0.02 0.01
C -0.3045 -2.8309 -3.1784 -0.05 -0.02 0.06
C -0.2606 -4.1846 -2.4697 0.04 -0.01 -0.01
O -0.9812 -1.8947 -2.3959 -0.01 0.03 -0.10
H 1.5409 -3.0939 -4.2972 0.01 0.00 0.00
H 1.7527 -2.3645 -2.6986 0.00 0.00 -0.01
H 1.0843 -1.3979 -4.0218 0.00 0.00 0.00
H -0.8841 -2.9561 -4.1110 0.00 -0.01 0.01
H 0.3439 -4.0947 -1.5629 0.00 0.00 -0.02
H 0.1769 -4.9612 -3.1059 0.00 -0.01 0.01
H -1.2691 -4.4866 -2.1832 -0.01 0.00 -0.01
C 0.1019 1.3025 -3.3953 -0.01 -0.02 -0.02
O 0.8993 0.8783 -2.3242 0.00 0.00 -0.02
H -0.4670 0.4837 -3.8606 0.00 0.01 0.01
H 0.7411 1.7387 -4.1766 0.00 0.01 0.01
H -0.6248 2.0744 -3.0982 0.00 0.00 0.01

Entry 3:
81
Properties=species:S:1:pos:R:3:forces:R:3 method="wB97M-V/def2-TZVPD" lumo_ev="1.728 / 1.235" spin_multiplicity=3 s_squared=2.0082 total_energy_ha=-2072.8901 total_charge=-1
C 9.3480 -7.5669 0.5451 0.06 -0.26 -0.20
C 8.5936 -6.6397 0.3585 -0.85 0.33 -0.12
In 6.9302 -5.3148 -0.3079 1.32 -0.14 -0.17
O 5.0824 -6.3251 -0.2879 -0.14 0.01 -0.09
C 4.3652 -5.9959 0.7377 -0.23 0.15 0.10
O 4.8097 -5.6607 1.8259 0.05 0.17 0.11
C 2.8754 -5.9880 0.4895 0.49 -0.56 -0.09
C 2.0988 -4.9212 0.8968 -0.20 0.23 0.09
C 0.7455 -4.9226 0.6092 -0.76 0.26 -0.12
C 0.1478 -5.9754 -0.0653 0.36 -0.46 -0.12
C 0.9298 -7.0643 -0.4457 0.02 0.19 0.06
C 2.2913 -7.0614 -0.1733 -0.36 -0.10 -0.23
P 6.9352 -3.1714 1.0575 -0.39 0.55 -0.72
O 6.4424 -1.9978 0.2353 -0.08 0.00 0.09
H 9.9495 -8.4432 0.5864 0.15 0.08 0.19
H 7.2570 -4.8954 -1.9938 -0.24 -0.14 0.31
H 2.5267 -4.0685 1.4086 0.13 -0.12 0.04
H 0.1093 -4.0873 0.8820 0.26 0.13 0.12
H -0.9067 -5.9622 -0.3117 -0.02 0.08 0.09
H 0.4917 -7.9017 -0.9759 -0.03 0.01 0.03
H 2.8884 -7.9014 -0.5043 0.17 0.11 0.06
H 6.1851 -3.2863 2.2615 0.45 -0.07 0.14
H 8.2673 -2.8747 1.4853 -0.18 -0.34 0.42
C 0.2554 0.9708 -1.1266 0.21 -0.07 -0.17
C 0.0948 0.4110 0.3161 -0.60 0.54 -1.41
C 0.0822 1.5492 1.3409 0.28 0.16 0.40
C 1.4516 2.1804 1.5779 0.00 -0.07 -0.01
C 2.4803 1.1092 1.9378 -0.42 0.22 0.21
C 2.5454 -0.0157 0.9031 1.42 0.15 -0.93
N 1.1819 -0.5676 0.6174 -0.44 0.35 2.18
O 0.8165 -1.3372 1.5957 0.00 -0.38 -0.60
C 3.2151 0.5210 -0.3780 -0.16 0.20 -0.15
C 3.4751 -1.1261 1.3941 -0.34 -0.22 0.38
C -1.2754 -0.2606 0.3351 -0.13 -0.46 0.39
H -0.6123 0.7317 -1.7417 -0.14 0.06 0.17
H 0.3738 2.0560 -1.1384 0.06 -0.01 0.02
H 1.0988 0.5328 -1.6539 0.03 0.02 0.11
H -0.2909 1.1674 2.2974 0.03 -0.15 -0.05
H -0.6295 2.3126 1.0183 -0.07 -0.12 -0.12
H 1.7714 2.7401 0.6938 0.01 -0.04 -0.02
H 1.3820 2.9093 2.3897 -0.01 0.01 -0.02
H 3.4682 1.5637 2.0384 0.07 -0.13 -0.10
H 2.2308 0.6942 2.9199 -0.06 -0.12 -0.07
H 3.1807 -0.2225 -1.1753 0.01 -0.02 0.03
H 4.2650 0.7389 -0.1834 0.00 -0.15 0.14
H 2.7742 1.4466 -0.7472 -0.06 -0.04 -0.01
H 3.1711 -1.5183 2.3647 -0.15 -0.01 -0.07
H 4.4888 -0.7435 1.5033 0.00 0.04 -0.20
H 3.5116 -1.9514 0.6825 0.05 0.06 -0.02
H -1.3110 -1.1046 -0.3571 0.08 0.00 0.01
H -2.0372 0.4574 0.0318 0.15 0.11 -0.08
H -1.5546 -0.6237 1.3245 0.17 -0.05 -0.01
C -4.9752 4.2378 -3.0447 0.17 0.20 0.03
C -4.9757 3.1198 -1.9624 -0.27 0.53 -1.55
C -6.3176 3.0773 -1.2234 -0.14 0.03 0.47
C -6.5199 4.2303 -0.2456 0.06 -0.01 -0.03
C -5.3455 4.3163 0.7260 -0.38 -0.32 -0.06
C -3.9959 4.4061 0.0115 0.49 1.59 0.07
N -3.8439 3.3202 -1.0073 -1.16 -1.30 1.42
O -3.5841 2.2012 -0.4039 0.53 0.26 -0.40
C -3.8634 5.8022 -0.6309 -0.13 0.03 -0.22
C -2.8634 4.3300 1.0332 0.11 -0.49 0.09
C -4.8128 1.8091 -2.7308 0.28 -0.40 0.34
H -4.8452 3.8217 -4.0433 -0.14 -0.15 0.05
H -5.9043 4.8102 -3.0485 0.03 0.03 0.05
H -4.1497 4.9347 -2.9274 -0.03 -0.03 0.08
H -6.3921 2.1373 -0.6669 0.16 -0.02 -0.02
H -7.1293 3.0646 -1.9542 0.10 -0.02 -0.12
H -6.6443 5.1728 -0.7866 0.04 0.00 0.00
H -7.4459 4.0774 0.3131 0.00 0.01 -0.02
H -5.4680 5.1843 1.3778 0.15 0.04 -0.02
H -5.3602 3.4372 1.3782 0.11 -0.05 -0.09
H -2.9604 5.8665 -1.2403 -0.01 -0.03 0.00
H -3.7879 6.5629 0.1467 0.02 -0.12 0.11
H -4.7160 6.0821 -1.2468 0.03 -0.05 -0.03
H -2.9142 3.4266 1.6399 0.02 -0.04 -0.14
H -2.9220 5.1793 1.7139 -0.10 0.09 -0.09
H -1.8902 4.3603 0.5399 -0.02 -0.03 -0.02
H -3.8528 1.7744 -3.2488 0.01 0.03 0.03
H -5.6041 1.7284 -3.4765 -0.03 0.17 0.00
H -4.8832 0.9336 -2.0864 0.09 0.09 0.06

Entry 4:
18
Properties=species:S:1:pos:R:3:forces:R:3 method="wB97M-V/def2-TZVPD" lumo_ev="3.254 / 2.062" spin_multiplicity=3 s_squared=2.0087 total_energy_ha=-1400.3256 relative_energy_kj_mol=216.8 total_charge=-1
C 2.9974 0.8061 -0.8195 -1.58 3.93 -2.01
C 1.5956 0.9916 -1.0260 4.54 0.68 0.03
C 3.2616 -0.4403 -0.2470 0.42 -1.64 0.69
C 0.7515 0.0594 -0.5317 0.11 -1.63 0.44
C -3.4650 1.6319 0.2483 -0.90 1.34 -0.01
N -1.1750 -1.0445 1.6704 0.93 -0.57 -0.81
N -0.5677 0.1974 -0.5171 -0.91 -0.81 0.23
O -4.1806 1.5583 -0.6607 -0.13 -0.28 -0.53
O -2.9183 2.0115 1.1979 0.70 -0.60 0.38
O -2.8758 -0.5693 -0.1707 1.38 -1.24 0.28
O -1.0913 -2.3642 -0.5146 -0.93 2.41 0.62
S 1.7709 -1.1700 0.2138 -0.14 -2.76 1.47
S -1.4861 -1.0165 -0.0006 -0.46 -0.95 -0.63
H 3.8340 1.5093 -1.1049 -1.40 -0.76 0.22
H 1.0638 1.7598 -1.4402 -0.50 2.49 -1.32
H 4.2343 -0.7731 0.1020 -0.42 -0.13 0.11
H -0.1391 -1.2327 1.5878 -0.96 0.15 0.99
H -1.6102 -1.9147 2.0129 0.25 0.37 -0.14

Entry 5:
87
Properties=species:S:1:pos:R:3:forces:R:3 method="wB97M-V/def2-TZVPD" lumo_ev=1.913 total_energy_ha=-4997.8708 total_charge=-1
Y -0.1323 -0.0418 -0.4734 -0.95 -0.27 -0.64
S -4.0854 4.0901 -2.2467 0.25 -0.09 0.21
Sb -2.8936 4.3534 -0.3024 -0.78 0.43 -0.04
S -1.1741 2.2259 -0.1802 -0.42 0.82 -0.16
S -1.0023 1.6108 -2.1762 -0.02 0.10 -0.53
S -4.3315 3.6446 1.4343 0.20 -0.15 -0.06
C 3.9795 -4.0352 -0.3510 -0.09 0.01 -0.09
C 3.6023 -3.8171 1.1004 -0.17 0.10 -0.13
O 2.1731 -3.6083 1.2583 0.33 -0.10 -0.08
P 1.6516 -2.0936 0.9438 0.32 -0.91 0.35
O 0.9493 -2.2617 -0.5432 0.07 -0.15 -0.10
C 0.3378 -3.4741 -1.0517 -0.17 0.07 0.08
C 0.0467 -3.2727 -2.5200 0.02 0.10 0.03
O 0.2700 -2.1192 1.8057 0.07 -0.06 0.21
C -0.0022 -2.9237 2.9649 -0.05 -0.07 -0.11
C -0.9161 -4.0710 2.5975 -0.02 -0.08 -0.04
H 5.0666 -4.1001 -0.4446 -0.07 -0.02 0.00
H 3.6390 -3.2001 -0.9733 0.08 -0.06 0.05
H 3.5387 -4.9582 -0.7374 0.03 0.08 0.02
H 4.1467 -2.9595 1.5033 -0.09 0.06 0.03
H 3.8410 -4.6883 1.7030 -0.02 -0.07 0.10
H -0.5756 -3.6528 -0.4882 -0.08 -0.06 0.11
H 1.0267 -4.2931 -0.8758 0.14 -0.10 -0.01
H -0.7463 -2.5335 -2.6558 -0.01 -0.02 -0.04
H -0.2837 -4.2122 -2.9694 0.01 0.06 0.04
H 0.9386 -2.9125 -3.0317 0.02 -0.03 -0.04
H -0.4716 -2.2691 3.6962 -0.04 0.12 0.05
H 0.9311 -3.2907 3.3870 0.08 0.02 0.04
H -1.7720 -3.6967 2.0309 0.02 -0.03 0.04
H -1.2790 -4.5673 3.5031 0.04 0.02 -0.09
H -0.3815 -4.8016 1.9838 -0.07 0.07 0.05
N 3.8628 6.5218 -1.2368 -0.14 -0.10 0.15
C 3.4977 5.2499 -0.8236 -0.01 0.07 -0.03
C 4.2353 4.5848 0.1600 0.06 0.06 -0.02
C 3.8553 3.3257 0.5806 -0.19 -0.02 0.13
C 2.7202 2.7277 0.0369 0.19 0.07 -0.07
C 1.9846 3.3731 -0.9570 -0.04 -0.06 0.12
C 2.3658 4.6313 -1.3653 0.01 0.12 -0.09
S 2.3944 1.0620 0.4725 0.93 0.03 -0.16
O 1.1163 0.8985 1.1913 0.46 0.24 0.13
O 3.5514 0.6085 1.1978 0.11 -0.10 -0.03
N 2.0907 0.2998 -0.9104 1.46 -0.06 0.28
C 3.0950 -0.2291 -1.7083 -0.21 0.20 -0.04
S 4.8374 -0.1648 -1.4071 -0.37 0.21 0.26
C 5.1148 -0.9803 -2.8965 0.12 -0.06 0.10
C 3.9334 -1.2726 -3.4793 -0.39 0.05 0.02
N 2.7988 -0.8512 -2.8168 0.17 -0.06 -0.05
H 4.8095 6.8041 -1.0662 0.11 0.01 0.00
H 3.4829 6.8410 -2.1091 -0.02 0.01 -0.08
H 5.1165 5.0590 0.5821 -0.07 -0.05 -0.02
H 4.4261 2.7939 1.3337 -0.04 0.07 -0.13
H 1.1273 2.8995 -1.4236 0.04 -0.02 0.01
H 1.7824 5.1417 -2.1259 0.06 -0.04 0.06
H 6.1171 -1.2136 -3.2329 -0.20 0.04 0.04
H 3.8169 -1.7979 -4.4197 0.01 0.06 0.08
C -6.7891 -0.9542 0.6693 0.02 0.08 -0.06
C -7.0458 -0.1794 -0.6278 0.11 -0.01 0.06
C -6.0945 0.9990 -0.8598 0.05 -0.11 0.19
C -4.6194 0.6109 -0.9680 -0.08 0.06 0.20
N -3.9934 0.5596 0.3678 -0.12 0.07 -0.19
C -3.0178 -0.2243 0.7258 -0.04 -0.42 -0.10
S -2.3674 -1.4974 -0.2936 -0.75 -0.32 0.09
N -2.4439 -0.1221 1.9429 -0.16 0.16 0.11
C -2.9585 0.6660 3.0618 -0.01 -0.08 -0.17
C -3.9842 -0.1079 3.8844 -0.07 0.07 -0.01
C -4.5870 0.7495 4.9997 -0.04 0.11 -0.09
C -5.5658 1.8050 4.4764 0.04 -0.02 0.03
H -7.5467 -1.7285 0.8259 0.04 0.06 -0.01
H -6.8084 -0.2774 1.5314 0.01 -0.07 -0.07
H -5.8117 -1.4457 0.6516 -0.06 0.04 0.02
H -8.0726 0.1986 -0.6188 0.01 -0.01 -0.02
H -6.9733 -0.8692 -1.4774 -0.03 0.02 0.03
H -6.1980 1.7376 -0.0567 0.01 0.01 -0.09
H -6.3626 1.5253 -1.7782 0.01 -0.03 0.02
H -4.0942 1.3586 -1.5595 0.13 0.12 -0.01
H -4.4964 -0.3577 -1.4461 0.05 -0.10 0.00
H -4.1404 1.4366 0.9054 -0.11 0.14 0.02
H -1.8486 -0.8985 2.1597 0.19 -0.19 0.06
H -3.3777 1.5940 2.6717 0.05 0.12 0.02
H -2.1077 0.9472 3.6828 0.06 0.03 0.01
H -3.5089 -1.0018 4.3070 -0.02 0.02 -0.03
H -4.7826 -0.4515 3.2157 0.03 -0.02 0.04
H -3.7757 1.2427 5.5506 -0.05 -0.05 -0.01
H -5.0994 0.0992 5.7134 0.01 -0.01 0.02
H -5.0920 2.4927 3.7680 -0.07 -0.09 0.08
H -5.9736 2.4023 5.2987 0.04 -0.07 -0.08
H -6.4064 1.3247 3.9616 0.10 0.06 0.04

Number 1: strongest force on any atom 2.90 eV/A. Number 2: strongest force on any atom 0.11 eV/A. Number 3: strongest force on any atom 2.25 eV/A. Number 4: strongest force on any atom 4.69 eV/A. Number 5: strongest force on any atom 1.49 eV/A.